[1]
Here is a structure of composition C21H27N6O7Re from OMol25. Energies are from ωB97M-V/def2-TZVPD.

```
! RIJCOSX wB97M-V def2-TZVPD def2/J DEFGRID3
* xyz -1 4
Re 0.34858 -0.40501 -0.51317
O 0.46247 1.05019 0.54050
O -2.65259 -3.71729 -1.45477
O -1.34076 -1.52615 -1.15802
O 2.03036 -1.01938 1.07719
O 1.08174 -2.19199 -1.04613
O 2.43983 -1.82211 3.11471
O 1.80687 0.29961 -1.63359
N 3.23244 1.48373 1.32483
N -0.65637 -1.22820 1.32454
N 2.30536 0.95746 3.34894
N -0.87341 0.80251 -1.67027
N -2.12057 0.38935 -2.08369
N 1.60381 2.88931 2.19223
C -3.66312 -2.94620 -1.91456
C 2.36966 -2.47156 -1.49896
C 0.18000 -1.75698 2.41534
C 3.26067 2.12522 -1.91253
C -5.94029 -2.86808 -2.70873
C 2.42346 4.29770 -2.53768
C -5.83676 -1.49274 -2.89508
C 1.97491 1.61045 -1.86910
C 1.68079 -1.54236 2.16729
C -0.45530 1.96559 -2.21112
C 0.85008 2.45293 -2.17125
C -0.10938 0.36404 3.91807
C -4.86346 -3.58592 -2.22359
C -3.54836 -1.55662 -2.09290
C -2.29701 -0.84295 -1.77097
C 1.13730 3.80173 -2.51837
C -4.64947 -0.85531 -2.58614
C 3.50453 3.46652 -2.23222
C 2.34596 1.74901 2.28731
C -0.23622 -1.16178 3.76779
C 1.24490 0.94569 4.34254
H 2.82978 0.08335 3.28710
H -1.88668 -3.11832 -1.28237
H 3.32148 0.48034 1.15092
H -1.02688 -0.32000 1.59326
H -1.28885 -1.41580 3.92373
H -6.67597 -0.92541 -3.27663
H -1.43091 -1.83774 1.08852
H 0.04464 -2.83903 2.45334
H -0.44726 0.88074 3.01263
H 3.13260 -2.14778 -0.77830
H 4.08045 1.43948 -1.72412
H -4.91873 -4.65710 -2.07658
H 3.09249 1.99297 0.45459
H 2.57884 -1.98149 -2.45741
H 1.63207 0.38350 5.19292
H 0.33933 -1.65557 4.55214
H 4.51817 3.84569 -2.25300
H 1.18609 2.91793 1.25482
H -4.53871 0.21288 -2.71909
H 2.59293 5.33609 -2.79783
H 2.46752 -3.55494 -1.63581
H -0.80263 0.66260 4.71117
H -6.86410 -3.38289 -2.94433
H -1.23822 2.56864 -2.66000
H 0.30554 4.45301 -2.76550
H 1.09094 1.96728 4.69929
H 0.86543 2.95118 2.87809
*
```

DFT total energy	-47621.57118	eV
frontier orbital gap (alpha / beta)	4.5 / 7.0	eV
energy above the lowest of the compared OMol25 structures with the same formula, charge and spin	30.3	kcal/mol
⟨S²⟩	3.785
highest occupied orbital energy (alpha / beta)	-0.0719 / -0.1667	Eh

---

[2]
Here is the molecule C21H27NO3S from OMol25. Energies are from ωB97M-V/def2-TZVPD.

```
! RIJCOSX wB97M-V def2-TZVPD def2/J DEFGRID3
* xyz 0 1
S 1.00115 4.18160 -1.30843
O 2.39004 7.57396 -0.38368
O -0.40442 0.07058 -2.35909
O -0.86771 1.98858 -0.25638
N 0.85014 0.62168 0.26654
C -0.04819 -0.48413 0.53566
C -0.03070 -1.59631 -0.52891
C -0.72033 -2.85832 0.02999
C 2.23329 3.35216 0.78453
C 2.60937 6.48932 -1.25737
C -3.68328 -6.51224 1.68814
C -3.39217 -4.74497 0.09367
C 0.33189 1.82862 -0.04963
C 1.43464 -1.96149 -0.83005
C -0.77218 -1.16924 -1.81965
C -2.97546 -5.77670 2.62286
C -2.10999 -2.65887 0.65091
C -2.47824 -4.52867 2.29148
C 2.25893 5.16577 -0.64754
C 2.28549 -0.73217 -1.12673
C 1.25466 2.97640 -0.09510
C -3.89080 -5.99278 0.42169
C 2.22485 0.23505 0.05618
C 1.03097 7.79328 -0.08989
C -2.68294 -3.99734 1.02508
C 2.80436 4.59809 0.46724
H 0.45310 7.96798 -1.00565
H -1.85238 -1.18219 -1.62807
H 2.51782 2.76576 1.64044
H 0.25399 -0.92068 1.49579
H 1.85574 -2.47799 0.03779
H 2.59945 -0.25457 0.96345
H 0.99320 8.67974 0.53937
H -2.81136 -6.17567 3.61339
H -0.77721 0.77186 -1.80253
H 1.46968 -2.65131 -1.67486
H -1.05155 -0.06538 0.63372
H -0.07703 -3.30088 0.79498
H 3.32056 -1.02667 -1.30558
H -1.92900 -3.95691 3.02649
H -4.44421 -6.56094 -0.31180
H -2.77605 -2.16714 -0.05837
H 3.58630 5.06446 1.03917
H 0.59191 6.94593 0.44839
H 2.83031 1.11714 -0.14691
H 1.90414 -0.22931 -2.01599
H 3.67900 6.52515 -1.48743
H -3.55825 -4.34180 -0.89544
H -0.80338 -3.58626 -0.78084
H 2.03817 6.62450 -2.18819
H -2.03313 -2.03365 1.54100
H -0.55961 -1.90735 -2.59992
H -4.07355 -7.48565 1.94607
*
```

DFT total energy	-40683.18749	eV
frontier orbital gap	9.5	eV
energy above the lowest of the compared OMol25 structures with the same formula, charge and spin	2.1	kcal/mol
highest occupied orbital energy	-0.3297	Eh
SMILES	COCc1ccc(C(=O)N2CCC[C@@](CO)(CCc3ccccc3)C2)s1

---

[3]
Here is a structure of composition C21H27O2SiTm from OMol25. Energies are from ωB97M-V/def2-TZVPD.

```
! RIJCOSX wB97M-V def2-TZVPD def2/J DEFGRID3
* xyz 0 3
Tm -0.12784 -0.01589 1.27334
Si -0.20045 -0.06846 4.96549
O -0.24811 -0.08311 -2.57823
O -0.25810 -0.01917 3.34262
C 0.68145 -0.83632 -6.30661
C -1.41563 -1.28681 5.75204
C 0.34790 1.11232 -7.70533
C 0.27317 1.79826 -0.50055
C 1.53255 -0.56585 5.54327
C -1.41686 -0.61775 -3.16574
C 0.09735 -0.16061 -5.20053
C 1.38720 1.79452 0.38332
C -0.89714 2.17258 0.23153
C 1.44802 -1.93125 0.77736
C 0.59838 -2.34728 1.85382
C -0.33242 1.17759 -5.37732
C 0.62992 -1.79661 -0.38580
C -0.73997 -2.47723 1.34540
C -0.48994 2.45353 1.56911
C -0.22185 1.78964 -6.62180
C -0.15208 -0.88255 -3.94913
C 0.80542 -0.20470 -7.54370
C -0.72627 -2.10333 -0.03105
C -0.55542 1.59983 5.77549
C 0.92180 2.21051 1.66790
H 0.35243 -1.85476 -3.80165
H 0.92900 -2.58200 2.86453
H -1.20702 -2.32678 5.45889
H 0.31826 1.64482 -1.57531
H -1.59827 -2.87141 1.89366
H 1.60666 -0.61917 6.64040
H -1.57591 1.95956 5.57848
H 1.54100 2.38234 2.55207
H -2.45947 -1.07282 5.48121
H 1.82684 -1.54809 5.14601
H 0.42672 1.59814 -8.67574
H 0.13985 2.37674 5.42970
H 2.42674 1.60504 0.11322
H -0.59908 2.81079 -6.74688
H -1.34025 -1.22692 6.84886
H -1.89674 2.31539 -0.18345
H -0.44435 1.51375 6.86911
H 0.98377 -1.87847 -6.16402
H -1.57639 -2.15375 -0.71037
H -0.77835 1.71101 -4.52880
H 2.27889 0.16013 5.19515
H 2.52951 -1.82917 0.80999
H -2.10599 0.15831 -3.53185
H 0.99539 -1.56449 -1.37760
H 1.24151 -0.74942 -8.38372
H -1.12418 2.83930 2.36594
H -1.83161 -1.50991 -2.68277
*
```

DFT total energy	-63719.29135	eV
frontier orbital gap (alpha / beta)	8.4 / 8.5	eV
energy above the lowest of the compared OMol25 structures with the same formula, charge and spin	0.0	kcal/mol
⟨S²⟩	2.003
highest occupied orbital energy (alpha / beta)	-0.3008 / -0.3025	Eh

---

[4]
Here is a structure of composition C21H28CeN3O2 from OMol25. Energies are from ωB97M-V/def2-TZVPD.

```
! RIJCOSX wB97M-V def2-TZVPD def2/J DEFGRID3
* xyz 1 1
Ce 0.21808 -1.05194 0.70830
O -0.48887 1.72993 -1.21258
O -0.19684 -1.70132 -1.50760
N 1.38890 -3.68228 6.98619
N 1.28371 -3.78297 4.51036
N 1.25620 -2.27910 2.55824
C 1.32819 1.19635 2.84986
C -2.53738 -0.13762 0.82766
C 0.83934 -2.43835 -3.62721
C -1.65133 -2.00524 1.87954
C 3.00995 0.54837 1.39683
C -1.35159 -0.85500 2.68649
C -1.96539 3.35492 -0.18013
C 1.36514 -3.68692 5.80744
C -0.21505 3.62099 -2.12546
C 1.40814 -3.28968 -2.47724
C -2.30791 -1.53940 0.68051
C -1.86038 0.29353 2.00257
C 0.54479 2.27977 -2.07485
C -0.12886 -1.42144 -2.98488
C 2.43994 0.31446 2.69074
C 1.32117 -2.95069 3.55942
C -1.41296 2.80278 -1.48321
C -2.45781 2.19078 -2.41764
C 1.00022 -2.52137 -1.19522
C 2.31664 1.64985 0.81100
C 1.25408 2.02003 1.68678
H 2.64397 2.22859 -0.04343
H -1.72905 1.32611 2.33208
H -1.13333 -1.53935 -3.41952
H 0.98759 -4.29886 -2.57354
H 1.84421 -1.79787 -0.98736
H 0.52275 1.75415 -3.05490
H -0.84696 -0.84634 3.65810
H -2.53251 -2.13278 -0.20796
H 1.54864 2.23969 -1.63007
H 0.25957 4.35558 -1.45214
H -1.13327 3.80604 0.36624
H 2.50023 -3.36494 -2.46642
H -3.20241 0.45779 0.20069
H -2.74319 4.12241 -0.27544
H 0.13930 -0.37148 -3.13259
H 2.88306 -0.29649 3.47105
H 3.88816 0.06271 0.97971
H -2.69952 1.20173 -2.04378
H -3.38386 2.77097 -2.42139
H -1.35118 -3.02935 2.09144
H -0.25008 4.13978 -3.08332
H 1.62020 -1.99519 -4.25667
H 0.23655 -3.03192 -4.30393
H 0.75180 -3.21260 -0.34313
H 0.60192 2.87400 1.54323
H -2.39533 2.55400 0.43219
H 0.71206 1.30854 3.73854
H -2.13949 2.05666 -3.47360
*
```

DFT total energy	-43713.47271	eV
frontier orbital gap (alpha / beta)	5.3 / 5.3	eV
energy above the lowest of the compared OMol25 structures with the same formula, charge and spin	82.8	kcal/mol
highest occupied orbital energy (alpha / beta)	-0.3967 / -0.3968	Eh

---

[5]
Here is a structure of composition C21H28ClInN3O2S from OMol25. Energies are from ωB97M-V/def2-TZVPD.

```
! RIJCOSX wB97M-V def2-TZVPD def2/J DEFGRID3
* xyz -1 1
In -0.43831 -0.10769 0.12282
Cl -0.73177 1.33337 -1.72058
S -2.56983 -2.56238 3.51489
O 0.88784 3.81674 1.63535
O 0.74119 -2.65746 -3.23122
N 0.00497 1.77363 1.53688
N -1.92193 -0.97103 1.32612
N -0.11436 -1.94499 -1.29594
C -1.11287 2.62211 2.03346
C -2.36763 2.40681 1.20739
C 2.37681 -1.94147 -1.61971
C 2.96223 0.33365 -2.59682
C -1.57666 -3.92192 -1.26147
C -1.26367 -2.60722 -1.97243
C -2.48003 -1.70269 -1.98199
C 2.65591 -0.47185 -1.48687
C 3.01286 2.30007 -1.13438
C 2.68018 0.10011 -0.21211
C 0.96083 -2.15326 -2.02436
C -2.19035 -1.66265 2.28055
C 3.15128 1.69886 -2.38597
C 3.22303 3.77528 -0.95497
C 2.70795 1.48361 -0.03466
C -0.70656 -2.86709 -3.37303
C 3.11897 -0.27761 -3.95811
C -1.38476 2.30617 3.50305
C 1.08176 2.51292 1.48334
C -0.54120 4.03266 1.87627
C 2.48865 2.04686 1.33850
H 2.16085 -0.66321 -4.33136
H -2.18073 2.64329 0.15275
H 2.63927 1.26360 2.09543
H 3.96614 4.00375 -0.17664
H -1.07024 -2.14304 -4.11815
H -3.14051 3.07409 1.61471
H 3.01878 -2.44338 -2.35833
H -2.23593 2.91646 3.83208
H -1.79476 -3.75622 -0.19871
H 3.47561 0.47942 -4.66719
H -0.94633 4.56230 0.99923
H 2.28425 4.27928 -0.68719
H -0.49800 2.55475 4.10001
H -0.71847 -4.60131 -1.35188
H -1.62980 1.24549 3.64416
H 3.84179 -1.10626 -3.95837
H 3.41986 2.33094 -3.23956
H -2.45613 -4.37152 -1.74082
H 3.58200 4.20830 -1.89677
H -2.83937 -1.48009 -0.96798
H 2.50518 -2.43507 -0.64384
H -0.85289 -3.89015 -3.74844
H -2.25882 -0.76024 -2.49498
H 2.70772 -0.54937 0.66384
H 3.14788 2.89144 1.56281
H -3.27835 -2.24050 -2.51055
H -2.73988 1.37423 1.28133
H -0.63142 4.66949 2.76942
*
```

DFT total energy	-59330.14279	eV
frontier orbital gap (alpha / beta)	3.5 / 3.5	eV
highest occupied orbital energy (alpha / beta)	-0.0287 / -0.0286	Eh

---

[6]
Here is a structure of composition C21H28ClN3O2RuS from OMol25. Energies are from ωB97M-V/def2-TZVPD.

```
! RIJCOSX wB97M-V def2-TZVPD def2/J DEFGRID3
* xyz -1 6
Ru 0.25442 -0.01248 0.44835
Cl 2.03259 -0.05037 -0.87953
S -0.66078 0.12702 3.29636
O 0.36986 4.02187 -0.49033
O 0.28411 -4.05201 -0.44531
N 0.24463 -2.06973 0.59165
N 0.31305 2.04964 0.56626
N 0.17199 -0.02988 6.06824
C 1.22448 2.88597 1.42761
C -0.24244 2.85200 -0.31687
C -1.24717 0.00586 -1.04352
C -0.30575 -2.86599 -0.30161
C -1.45973 -1.25511 -1.79301
C -1.44896 1.27517 -1.78105
C 2.33761 -2.14712 1.92581
C -0.08735 0.02327 4.90212
C -1.64047 1.25351 -3.16867
C 1.38745 -4.10826 0.56892
C 1.50298 4.05688 0.49558
C 0.34519 -3.33221 2.71375
C -1.51618 2.56920 -1.02357
C -1.54864 -2.55999 -1.05191
C -1.79650 2.51145 -3.98580
C 0.48533 3.34266 2.67121
C -1.66686 0.02375 -3.82750
C 2.42771 2.09178 1.86190
C -1.81453 -2.45736 -4.01682
C 1.12178 -2.91588 1.47884
C -1.64868 -1.21277 -3.18181
H 2.35152 -4.04203 0.04822
H 2.00622 -1.41083 2.66465
H 0.09239 -2.42715 3.27937
H 1.18545 3.95578 3.26421
H -1.80891 3.41805 -1.66555
H -1.68152 0.03040 -4.92615
H 1.32627 -5.07489 1.10733
H -2.71126 3.03674 -3.69769
H 3.00611 -2.85997 2.42652
H 0.21391 2.45391 3.25552
H -2.26325 2.48111 -0.20124
H -1.49792 0.02343 0.09246
H -1.89801 -2.21149 -5.07809
H 3.11730 2.79221 2.35120
H -0.57135 -3.90954 2.47956
H 2.86443 -1.67557 1.09076
H -2.73094 -2.98165 -3.73213
H -2.32862 -2.48544 -0.25863
H 1.48328 5.03369 1.02000
H -0.42093 3.94056 2.45045
H -1.82016 -3.39750 -1.71967
H 2.92847 1.60153 1.02168
H 2.09094 1.36772 2.60962
H 1.01333 -3.96203 3.32583
H -0.98116 -3.16110 -3.93243
H -0.96039 3.20957 -3.88532
H 2.45127 3.95047 -0.04841
H -1.87561 2.28313 -5.05137
*
```

DFT total energy	-56734.48735	eV
frontier orbital gap (alpha / beta)	3.2 / 6.7	eV
energy above the lowest of the compared OMol25 structures with the same formula, charge and spin	0.0	kcal/mol
⟨S²⟩	8.804
highest occupied orbital energy (alpha / beta)	-0.0164 / -0.1780	Eh